[1]
{
  "formula": "C6H8F12MgN2O10S4",
  "method": "ωB97M-V with the def2-TZVPD basis set",
  "species": ["Mg", "C", "F", "F", "F", "S", "O", "O", "N", "S", "O", "O", "C", "F", "F", "F", "C", "F", "F", "F", "S", "O", "O", "N", "S", "O", "O", "C", "F", "F", "F", "C", "O", "H", "H", "H", "H", "C", "O", "H", "H", "H", "H"],
  "xyz": [[0.53472, -0.36863, -0.45668], [-2.08983, 1.54990, -2.99962], [-1.02854, 2.33044, -3.07121], [-2.89359, 1.88075, -2.00576], [-2.75421, 1.60516, -4.13923], [-1.49158, -0.25587, -2.69477], [-2.42130, -1.10449, -3.36396], [-0.10569, -0.34226, -3.15268], [-1.30591, -0.42558, -0.97118], [-2.66538, -1.11323, -0.53019], [-3.88180, -0.40247, -0.84242], [-2.66941, -2.54370, -0.82483], [-2.58563, -1.07088, 1.36595], [-1.99789, 0.04442, 1.76524], [-3.79817, -1.07200, 1.87354], [-1.95706, -2.14718, 1.80236], [1.10408, -1.27316, 3.54524], [0.90211, -2.48386, 3.04887], [-0.03773, -0.69133, 3.89142], [1.89150, -1.34216, 4.61552], [2.02898, -0.23698, 2.26899], [2.84637, 0.68439, 2.98905], [2.74240, -1.24154, 1.49373], [0.78208, 0.45455, 1.20113], [0.72568, 1.91547, 1.83684], [0.22337, 1.97836, 3.17999], [1.87997, 2.73415, 1.51527], [-0.64686, 2.85668, 0.89199], [-1.82835, 2.79676, 1.45146], [-0.22390, 4.12104, 0.80737], [-0.67642, 2.39132, -0.39289], [0.53215, -3.19828, -0.93790], [1.40773, -2.08543, -0.54648], [-0.43774, -2.84251, -1.26230], [1.03961, -3.73939, -1.73833], [0.40494, -3.91257, -0.12369], [2.26148, -2.51306, -0.43458], [2.77232, 1.86911, -1.40465], [1.98588, 0.66079, -1.55277], [3.56943, 1.63547, -0.69624], [3.22606, 2.22420, -2.32946], [2.11462, 2.63675, -1.01357], [2.52147, 0.03682, -2.05858]],
  "forces_ev_per_angstrom": [[1.511, 0.234, -1.893], [-0.148, -0.874, 0.402], [-0.043, 0.136, 0.167], [0.252, 0.391, -0.141], [0.172, -0.209, 0.054], [2.391, 0.035, -1.020], [-0.233, 0.297, 0.814], [-0.986, 0.464, 0.850], [-1.976, 0.611, -3.119], [-3.453, -3.013, 1.947], [1.272, 0.193, -0.035], [0.486, 1.424, 0.274], [-0.381, 0.309, -0.852], [0.601, 0.223, 0.271], [-0.529, -0.178, -0.203], [0.681, -0.083, 0.212], [-0.106, 0.880, 0.338], [-0.215, 0.131, 0.096], [0.179, -0.525, -0.214], [-0.157, -0.192, -0.380], [1.268, -1.957, -1.283], [-0.887, 0.022, -0.172], [-0.918, 0.921, 0.308], [2.552, -0.341, 4.133], [-1.051, 4.832, 0.314], [0.221, -0.728, -0.177], [-0.782, -1.119, -0.178], [1.510, -0.324, -0.711], [0.032, -0.055, -0.225], [-0.542, -0.349, 0.300], [-0.337, -0.050, 0.468], [0.500, -0.660, -0.304], [-0.821, -1.672, -0.723], [0.042, 0.123, -0.002], [-0.255, 0.149, -0.177], [-0.029, 0.352, 0.257], [0.251, 0.740, 0.521], [0.246, -0.101, 0.638], [0.266, -0.064, -0.408], [-0.084, 0.386, 0.092], [-0.314, -0.348, -0.248], [0.070, -0.039, 0.116], [-0.256, 0.028, -0.105]],
  "nbo_charge": [1.784, 0.799, -0.294, -0.288, -0.287, 2.117, -0.847, -0.953, -1.364, 2.178, -0.894, -0.927, 0.754, -0.315, -0.291, -0.307, 0.772, -0.297, -0.289, -0.291, 2.121, -0.838, -0.946, -1.346, 2.178, -0.908, -0.912, 0.758, -0.280, -0.300, -0.354, -0.282, -0.838, 0.230, 0.191, 0.200, 0.531, -0.252, -0.812, 0.192, 0.189, 0.217, 0.500],
  "e_lumo_ev": -0.52,
  "homo_energy_ev": -11.038,
  "relative_energy_kcal_mol": 38.1
}


[2]
{
  "formula": "C52H40NiO2PS2",
  "method": "ωB97M-V with the def2-TZVPD basis set",
  "species": ["Ni", "C", "C", "C", "C", "C", "C", "P", "C", "C", "C", "C", "C", "C", "C", "C", "C", "C", "C", "C", "H", "H", "H", "H", "H", "H", "H", "H", "H", "H", "H", "H", "H", "H", "C", "C", "C", "C", "C", "C", "C", "S", "O", "C", "C", "C", "C", "C", "C", "C", "C", "C", "C", "C", "C", "C", "C", "C", "C", "C", "C", "C", "C", "S", "O", "C", "C", "C", "C", "C", "C", "C", "H", "H", "H", "H", "H", "H", "H", "H", "H", "H", "H", "H", "H", "H", "H", "H", "H", "H", "H", "H", "H", "H", "H", "H", "H", "H"],
  "xyz": [[0.15506, 0.48302, -0.47302], [1.08697, -5.16328, -1.04376], [2.26108, -4.43530, -1.15688], [2.21363, -3.10100, -1.51583], [0.98916, -2.49237, -1.78882], [-0.18799, -3.21674, -1.64313], [-0.13389, -4.55182, -1.28156], [0.99221, -0.72921, -2.25909], [1.94111, -0.82292, -3.81457], [2.80391, 0.20232, -4.18263], [3.54432, 0.09975, -5.34645], [3.40998, -1.01632, -6.15520], [2.53101, -2.02686, -5.80440], [1.79984, -1.93722, -4.63627], [-0.72952, -0.38800, -2.78881], [-1.34361, -0.61896, -4.01598], [-2.68150, -0.28881, -4.15199], [-3.38002, 0.28513, -3.10040], [-2.75695, 0.55216, -1.88403], [-1.41786, 0.22884, -1.72914], [1.12476, -6.20545, -0.76199], [3.21382, -4.90661, -0.96581], [3.12911, -2.52791, -1.58456], [-1.13819, -2.73153, -1.81472], [-1.04699, -5.12091, -1.19709], [2.89528, 1.07646, -3.55664], [4.23291, 0.88268, -5.62576], [4.00719, -1.11604, -7.04786], [2.41112, -2.89029, -6.44004], [1.13908, -2.73978, -4.34231], [-0.79622, -1.05667, -4.83991], [-3.18340, -0.47986, -5.09143], [-4.42204, 0.53946, -3.23084], [-3.31668, 1.01553, -1.08403], [-2.81646, -5.07912, 5.22908], [-1.94185, -4.37115, 4.24774], [-1.24558, -5.10886, 3.29292], [-0.39934, -4.48469, 2.39702], [-0.24151, -3.10906, 2.45351], [-0.93839, -2.35501, 3.38307], [-1.78406, -2.98955, 4.27560], [0.95329, -2.33625, 1.34386], [0.25215, -1.10359, 0.85461], [2.07437, -1.76973, 2.68106], [2.19237, -2.54647, 3.84924], [3.04188, -2.17194, 4.85046], [3.81748, -0.99808, 4.74029], [4.68022, -0.57352, 5.77043], [5.39168, 0.58785, 5.65467], [5.28239, 1.36612, 4.49332], [4.48642, 0.96152, 3.45815], [3.73263, -0.22865, 3.55235], [2.86754, -0.66194, 2.50625], [2.89119, 0.12506, 1.25786], [3.96157, -0.04444, 0.33884], [4.93534, -1.04997, 0.50926], [5.93478, -1.21015, -0.41036], [6.00527, -0.37189, -1.53400], [5.09355, 0.63227, -1.70816], [4.04400, 0.82198, -0.78466], [3.08808, 1.85378, -0.93680], [2.01912, 1.95879, -0.08149], [1.93579, 1.08158, 1.02620], [0.45749, 1.16003, 2.08054], [-0.55020, 1.66627, 1.10368], [1.04070, 2.58526, 3.02875], [1.56565, 2.30931, 4.28101], [2.01708, 3.34618, 5.07450], [1.94356, 4.66306, 4.63050], [2.34289, 5.78755, 5.53227], [1.43099, 4.91622, 3.36036], [0.97171, 3.88426, 2.56235], [-3.51883, -5.72469, 4.70517], [-3.36676, -4.38006, 5.85225], [-2.20616, -5.71120, 5.87315], [-1.35798, -6.18254, 3.27244], [0.15472, -5.05445, 1.66773], [-0.80483, -1.28382, 3.41261], [-2.31180, -2.40881, 5.01782], [1.60994, -3.44778, 3.95122], [3.11867, -2.76437, 5.74988], [4.76151, -1.18724, 6.65378], [6.03757, 0.91649, 6.45405], [5.83275, 2.29084, 4.41922], [4.42342, 1.56272, 2.56370], [4.88116, -1.68696, 1.38022], [6.67786, -1.98045, -0.27019], [6.80210, -0.51328, -2.24814], [5.17392, 1.29945, -2.55377], [3.20800, 2.56285, -1.74409], [1.30813, 2.77593, -0.17961], [1.59713, 1.28983, 4.63678], [2.40980, 3.13077, 6.05711], [3.02553, 5.44853, 6.30793], [1.45644, 6.18689, 6.02622], [2.80019, 6.60292, 4.97694], [1.37303, 5.93294, 3.00113], [0.52359, 4.09019, 1.60191]],
  "forces_ev_per_angstrom": [[-1.059, -0.081, -0.345], [0.027, -0.053, 0.032], [0.096, -0.030, 0.005], [-0.129, 0.039, -0.131], [0.102, 0.088, 0.102], [0.084, 0.161, -0.090], [-0.015, -0.118, 0.077], [-0.898, -0.704, -1.196], [0.180, 0.258, 0.371], [-0.126, -0.086, 0.004], [0.070, 0.030, -0.146], [0.115, -0.018, 0.015], [-0.100, -0.080, -0.090], [0.052, 0.046, 0.121], [-0.105, 0.223, -0.018], [0.115, -0.220, 0.115], [0.054, -0.067, -0.270], [-0.051, 0.079, 0.319], [-0.046, -0.071, -0.227], [1.360, -0.171, 0.425], [-0.002, -0.105, -0.020], [0.080, -0.051, 0.032], [0.130, 0.049, -0.084], [-0.088, -0.004, -0.054], [-0.116, -0.050, 0.045], [0.012, 0.080, 0.055], [0.048, 0.110, -0.017], [0.029, 0.057, -0.136], [0.037, -0.100, -0.077], [-0.044, -0.084, -0.039], [-0.002, -0.026, -0.085], [-0.020, 0.036, -0.017], [-0.098, 0.011, -0.032], [-0.029, 0.059, 0.067], [-0.024, -0.048, 0.048], [0.139, -0.081, -0.142], [-0.037, 0.114, 0.134], [0.182, 0.097, -0.145], [0.138, -0.014, -0.381], [0.014, 0.120, -0.060], [0.092, 0.061, -0.102], [-0.136, -0.486, 1.211], [-0.523, 0.202, -0.287], [0.168, 0.025, -0.345], [0.103, -0.156, 0.322], [-0.112, -0.039, -0.204], [-0.004, 0.133, -0.298], [0.098, 0.133, 0.132], [-0.090, -0.226, 0.183], [-0.098, 0.032, -0.300], [0.179, 0.130, 0.047], [-0.046, -0.248, 0.243], [-0.173, -0.274, 0.047], [-0.151, 0.227, -0.240], [-0.305, 0.259, -0.166], [0.236, -0.159, -0.027], [-0.219, -0.123, 0.293], [-0.041, 0.309, -0.170], [0.254, -0.074, -0.070], [-0.119, 0.019, 0.216], [-0.108, -0.071, 0.170], [0.440, 0.525, 0.117], [0.114, -0.269, 0.108], [1.733, 1.202, 1.567], [-0.789, 0.198, -0.758], [-0.287, -0.443, 0.107], [-0.183, -0.099, -0.062], [-0.001, 0.105, -0.067], [0.034, -0.118, 0.057], [-0.040, 0.071, 0.054], [-0.021, -0.127, -0.005], [-0.131, 0.079, -0.157], [-0.105, -0.033, 0.057], [-0.072, -0.002, 0.037], [-0.033, -0.055, 0.089], [-0.019, -0.119, -0.060], [0.051, -0.114, -0.116], [-0.012, 0.128, 0.023], [-0.078, 0.069, 0.030], [-0.048, -0.051, 0.090], [0.006, -0.106, 0.064], [0.016, -0.041, 0.167], [0.064, -0.018, 0.095], [0.076, 0.095, -0.044], [-0.015, 0.090, -0.056], [0.027, -0.082, 0.029], [0.050, -0.076, 0.005], [0.047, 0.024, -0.089], [-0.016, 0.034, -0.095], [-0.046, 0.034, -0.078], [0.029, -0.132, -0.051], [0.017, -0.124, 0.101], [0.055, -0.001, 0.104], [0.071, 0.037, 0.010], [-0.020, 0.059, 0.048], [0.073, 0.042, -0.007], [-0.028, 0.112, -0.024], [-0.040, 0.040, -0.110]],
  "lowdin_charge": [0.470, -0.094, -0.083, -0.125, -0.401, -0.083, -0.077, 1.112, -0.337, -0.097, -0.074, -0.070, -0.064, -0.091, -0.399, -0.077, -0.084, -0.082, -0.098, -0.173, 0.108, 0.109, 0.106, 0.114, 0.112, 0.079, 0.107, 0.108, 0.110, 0.112, 0.099, 0.105, 0.103, 0.097, -0.039, -0.259, -0.022, -0.071, -0.378, -0.054, -0.011, 1.124, -0.586, -0.254, -0.048, 0.008, -0.152, -0.018, -0.057, -0.054, -0.012, -0.118, -0.165, -0.156, -0.102, -0.002, -0.047, -0.048, -0.024, -0.155, -0.015, -0.107, -0.329, 1.070, -0.475, -0.348, -0.080, -0.026, -0.259, -0.040, -0.018, -0.055, 0.089, 0.080, 0.091, 0.122, 0.099, 0.107, 0.119, 0.111, 0.123, 0.117, 0.110, 0.112, 0.125, 0.125, 0.113, 0.113, 0.116, 0.126, 0.122, 0.111, 0.119, 0.080, 0.093, 0.083, 0.121, 0.111],
  "e_lumo_ev": [-2.72, -2.89],
  "homo_energy_ev": [-10.223, -10.760],
  "s2": 2.0088,
  "total_charge": 1,
  "relative_energy_kcal_mol": 0.0,
  "spin_multiplicity": 3
}


[3]
{
  "formula": "C7H6S",
  "method": "ωB97M-V with the def2-TZVPD basis set",
  "species": ["C", "C", "C", "C", "C", "C", "C", "H", "H", "H", "H", "H", "H", "S"],
  "xyz": [[2.59964, -0.13262, 0.83438], [1.29454, -0.09851, 0.88890], [-0.07508, -0.07406, 0.43524], [-0.39862, 1.33681, -0.19211], [-0.18480, -0.92269, -1.00688], [-0.90450, -0.76821, 1.54164], [-1.80712, -1.28988, 2.17740], [3.64243, 0.02503, 1.01323], [0.16901, 2.06822, 0.36651], [-1.53167, 1.75575, -0.04523], [0.73474, -1.48901, -1.17964], [-1.13497, -1.40338, -1.22217], [-2.66398, -1.55331, 2.78768], [-0.14749, 0.76823, -1.86199]],
  "forces_ev_per_angstrom": [[-8.073, 0.523, 0.710], [9.149, -0.150, -1.073], [-1.565, -2.573, 0.072], [-3.612, 0.279, 2.135], [0.706, 2.617, 0.956], [-1.592, 0.593, -0.940], [0.946, 1.127, -0.517], [-0.109, -0.207, -0.007], [0.735, 0.388, -0.799], [2.464, -1.487, -0.220], [-0.521, -0.084, -0.024], [0.178, -0.181, 0.380], [0.765, -0.139, -0.341], [0.529, -0.704, -0.332]],
  "nbo_charge": [-0.210, -0.007, -0.213, -0.520, -0.426, 0.005, -0.231, 0.245, 0.234, 0.225, 0.232, 0.228, 0.248, 0.191],
  "e_lumo_ev": 0.71,
  "homo_energy_ev": -8.883,
  "relative_energy_kcal_mol": 125.6,
  "smiles": "C#CC1(C#C)CSC1"
}


[4]
{
  "formula": "C15H23HgN4P",
  "method": "ωB97M-V with the def2-TZVPD basis set",
  "species": ["C", "C", "C", "C", "C", "C", "C", "C", "N", "Hg", "C", "P", "H", "H", "H", "H", "H", "H", "H", "H", "C", "C", "H", "C", "C", "H", "H", "H", "H", "H", "H", "H", "H", "H", "H", "H", "H", "H", "H", "N", "C", "N", "C", "N"],
  "xyz": [[3.55509, 1.88990, -0.33863], [2.46579, 2.54743, 0.23963], [1.30170, 1.83218, 0.59734], [1.24997, 0.47591, 0.32865], [2.35005, -0.20159, -0.17870], [3.50787, 0.50155, -0.52737], [0.15155, 2.55296, 1.25830], [-1.19114, 2.52518, 0.51343], [-1.50779, 1.28868, -0.24343], [-0.59869, -0.70258, 0.70068], [2.24516, -1.69941, -0.44981], [0.57415, -1.99739, -1.13078], [2.49445, 3.63822, 0.39289], [4.33867, -0.04527, -0.99331], [4.44043, 2.44505, -0.65109], [2.29294, -2.29660, 0.47636], [2.95704, -2.06458, -1.20310], [-0.04742, 2.13970, 2.26005], [0.40859, 3.61525, 1.36285], [-1.98874, 2.66053, 1.25450], [0.11590, -3.73213, -1.02830], [0.60841, -1.45885, -2.84076], [-1.22772, 3.36185, -0.20690], [-1.00733, 1.36463, -1.63153], [-2.98003, 1.07991, -0.26701], [0.02400, -1.98642, 1.60340], [-1.50910, 2.18737, -2.16950], [0.07457, 1.53553, -1.63701], [-1.22283, 0.42480, -2.15289], [-3.47051, 1.83293, -0.90966], [-3.20231, 0.08032, -0.65185], [-3.36918, 1.15139, 0.75690], [1.30281, -2.14004, -3.35905], [-0.40349, -1.54192, -3.27234], [0.96087, -0.41939, -2.92712], [0.76005, -4.27899, -1.73414], [0.25185, -4.09346, 0.00377], [-0.94660, -3.82914, -1.31598], [-1.97208, -1.66814, 0.70130], [-1.52459, 0.51714, 2.85719], [-2.07438, -0.34794, 3.47742], [-2.70073, -1.12963, 4.24822], [-2.71149, -2.42144, 4.32656], [-2.77576, -3.59348, 4.46083]],
  "forces_ev_per_angstrom": [[-0.151, -0.306, 0.072], [-0.113, -0.121, -0.196], [0.279, 0.691, 0.000], [-0.338, -0.911, 1.208], [0.368, -0.484, -0.580], [-0.130, 0.203, -0.166], [-0.118, 0.101, 0.185], [-0.104, 0.219, -0.144], [-0.269, -0.718, 0.057], [-0.113, 1.038, 0.153], [-0.262, -0.134, -0.278], [-0.970, 1.140, -0.122], [0.016, -0.628, -0.022], [-0.289, 0.362, 0.287], [-0.250, -0.111, 0.160], [0.243, 0.201, -0.255], [0.223, 0.093, 0.502], [0.291, 0.041, -0.391], [0.025, -0.242, 0.114], [0.297, -0.003, -0.212], [0.318, -0.376, -0.542], [0.501, -0.705, -0.824], [-0.102, -0.203, 0.163], [-0.055, 0.088, -0.108], [-0.116, 0.072, 0.056], [-0.185, 0.463, 0.355], [0.123, -0.173, 0.172], [-0.315, -0.018, 0.009], [-0.002, 0.217, 0.170], [0.164, -0.137, 0.243], [0.036, 0.231, -0.049], [0.181, -0.086, -0.307], [-0.245, 0.421, -0.411], [0.471, -0.007, 0.111], [-0.086, -0.438, 0.144], [-0.318, -0.314, 0.373], [-0.049, 0.105, -0.421], [0.545, -0.022, 0.115], [0.741, 0.311, 0.342], [-1.128, -1.530, 0.834], [1.189, 1.856, -0.931], [-0.512, 0.591, 0.322], [0.098, -3.004, 0.092], [0.113, 2.228, -0.282]],
  "nbo_charge": [-0.206, -0.241, 0.041, -0.368, -0.096, -0.212, -0.477, -0.216, -0.489, 1.439, -0.742, 0.830, 0.218, 0.216, 0.221, 0.261, 0.236, 0.283, 0.216, 0.239, -0.968, -0.975, 0.185, -0.429, -0.421, -0.174, 0.194, 0.228, 0.206, 0.186, 0.209, 0.242, 0.225, 0.250, 0.260, 0.231, 0.270, 0.261, -0.190, -0.758, 0.565, -0.690, 0.445, -0.504],
  "e_lumo_ev": -1.73,
  "homo_energy_ev": -7.529
}


| no. | F_max (eV/A) | electronic energy (eV) |
| --- | --- | --- |
| 1 | 4.98 | -111200.98400 |
| 2 | 2.63 | -130664.66307 |
| 3 | 9.21 | -18185.34216 |
| 4 | 3.01 | -35346.06257 |